C5H9NO | ωB97M-V with the def2-TZVPD basis set

Output
- Energy above the lowest of the compared OMol25 structures with the same formula, charge and spin: 3.978 eV
- HOMO: -8.58 eV
- HOMO-LUMO gap: 9.349 eV
- Total charge: 0
- Lowest unoccupied orbital energy: 0.77 eV
- 2S+1: 1

Structure (XYZ):
```
16
Properties=species:S:1:pos:R:3:lowdin_charge:R:1
C 0.755 -1.427 0.060 -0.049
C -0.114 -0.193 -0.090 -0.595
C -1.595 -0.527 0.069 -0.034
C 0.248 0.933 0.803 -0.152
O 0.500 2.067 0.070 -0.031
C 0.401 1.634 -1.215 -0.193
N 0.086 0.432 -1.417 0.142
H 0.438 -2.180 -0.667 0.085
H 0.653 -1.846 1.067 0.089
H 1.808 -1.183 -0.114 0.080
H -1.782 -0.997 1.041 0.089
H -2.211 0.376 -0.007 0.091
H -1.885 -1.220 -0.724 0.083
H 0.507 1.106 1.846 0.080
H 1.632 0.636 1.380 0.179
H 0.583 2.401 -1.956 0.136
```

=====

C5H9NO | ωB97M-V with the def2-TZVPD basis set

Output
- Energy above the lowest of the compared OMol25 structures with the same formula, charge and spin: 3.077 eV
- SMILES: C/C=N/C[C@H]1CO1
- HOMO: -9.42 eV
- HOMO-LUMO gap: 10.594 eV
- Total charge: 0
- Lowest unoccupied orbital energy: 1.17 eV
- 2S+1: 1

Structure (XYZ):
```
16
Properties=species:S:1:pos:R:3:lowdin_charge:R:1
C 0.488 1.796 -1.864 -0.073
C 1.146 0.749 -1.019 -0.242
N 0.881 0.721 0.219 0.027
C 0.806 -0.588 0.824 -0.187
C -0.670 -0.898 0.629 -0.308
C -1.548 -1.336 1.707 -0.121
O -1.550 0.009 1.268 -0.035
H -0.050 1.243 -2.646 0.077
H 1.129 2.531 -2.355 0.067
H -0.245 2.288 -1.218 0.080
H 1.654 -0.096 -1.518 0.116
H 1.047 -0.564 1.891 0.118
H 1.416 -1.357 0.315 0.117
H -0.945 -1.101 -0.411 0.144
H -2.452 -1.901 1.488 0.109
H -1.108 -1.496 2.690 0.112
```

=====

C5H9NO | ωB97M-V with the def2-TZVPD basis set

Output
- Energy above the lowest of the compared OMol25 structures with the same formula, charge and spin: 0.896 eV
- SMILES: CC(C)=O.CC#N
- HOMO: -9.74 eV
- HOMO-LUMO gap: 10.655 eV
- Total charge: 0
- Lowest unoccupied orbital energy: 0.91 eV
- 2S+1: 1

Structure (XYZ):
```
16
Properties=species:S:1:pos:R:3:lowdin_charge:R:1
C -1.577 -0.722 -1.289 -0.027
C -0.284 -1.001 -0.560 -0.513
C -0.401 -1.495 0.865 -0.032
O 0.797 -0.802 -1.081 0.034
H -2.256 -1.580 -1.236 0.083
H -1.368 -0.472 -2.331 0.083
H -2.072 0.127 -0.803 0.076
H -0.923 -0.740 1.464 0.074
H 0.594 -1.671 1.281 0.083
H -0.988 -2.419 0.909 0.084
C 1.902 1.769 0.377 -0.059
C 0.469 1.875 0.640 -0.267
N -0.670 1.921 0.843 0.144
H 2.221 2.570 -0.294 0.087
H 2.461 1.842 1.313 0.085
H 2.094 0.801 -0.096 0.065
```

=====

C5H9NO | ωB97M-V with the def2-TZVPD basis set

Output
- Energy above the lowest of the compared OMol25 structures with the same formula, charge and spin: 1.295 eV
- SMILES: CC1=C[C@@H](O)CN1
- HOMO: -7.95 eV
- HOMO-LUMO gap: 8.896 eV
- Total charge: 0
- Lowest unoccupied orbital energy: 0.94 eV
- 2S+1: 1

Structure (XYZ):
```
16
Properties=species:S:1:pos:R:3:lowdin_charge:R:1
C -1.485 1.268 1.233 -0.033
C -0.592 0.492 0.330 -0.361
C 0.537 0.895 -0.282 -0.023
C 1.171 -0.216 -1.051 -0.348
O 2.510 -0.481 -0.702 -0.038
C 0.140 -1.431 -0.741 -0.107
N -0.930 -0.814 0.014 -0.005
H -2.486 1.345 0.803 0.083
H -1.083 2.268 1.388 0.080
H -1.573 0.770 2.203 0.081
H 0.995 1.860 -0.189 0.102
H 1.188 -0.061 -2.128 0.133
H 2.582 -0.478 0.258 0.089
H 0.644 -2.230 -0.186 0.114
H -0.243 -1.825 -1.686 0.106
H -1.375 -1.363 0.735 0.126
```

=====

C5H9NO | ωB97M-V with the def2-TZVPD basis set

Output
- Energy above the lowest of the compared OMol25 structures with the same formula, charge and spin: 4.207 eV
- HOMO: -6.44 eV
- HOMO-LUMO gap: 7.351 eV
- Total charge: 0
- Lowest unoccupied orbital energy: 0.91 eV
- 2S+1: 1

Structure (XYZ):
```
16
Properties=species:S:1:pos:R:3:lowdin_charge:R:1
C -2.041 -1.162 0.739 -0.089
C -1.147 -0.066 0.274 -0.171
N -0.244 0.494 1.064 -0.021
C 0.836 1.225 0.720 -0.118
C 1.523 1.012 -0.560 -0.300
C 1.548 -0.271 -1.281 -0.139
O 0.801 0.826 -1.797 -0.076
H -1.827 -2.085 0.182 0.072
H -3.102 -0.937 0.577 0.070
H -1.891 -1.388 1.801 0.072
H -1.105 0.234 -0.765 0.115
H -0.381 0.349 2.064 0.159
H 1.328 1.774 1.509 0.086
H 2.399 1.649 -0.681 0.132
H 2.426 -0.563 -1.856 0.107
H 0.953 -1.105 -0.904 0.100
```

=====

C5H9NO | ωB97M-V with the def2-TZVPD basis set

Output
- Energy above the lowest of the compared OMol25 structures with the same formula, charge and spin: 3.856 eV
- HOMO: -9.39 eV
- HOMO-LUMO gap: 9.173 eV
- Total charge: 0
- Lowest unoccupied orbital energy: -0.22 eV
- 2S+1: 1

Structure (XYZ):
```
16
Properties=species:S:1:pos:R:3:lowdin_charge:R:1
C 1.556 -0.833 -0.147 -0.066
C 0.463 -0.403 0.793 -0.149
N 0.622 1.572 1.205 0.184
C -0.577 1.558 0.548 -0.591
O -1.174 2.557 0.215 0.064
C -0.879 0.096 0.264 -0.280
C -1.197 -0.219 -1.188 -0.051
H 1.780 -0.049 -0.871 0.091
H 1.227 -1.727 -0.698 0.096
H 2.474 -1.092 0.388 0.086
H 0.368 -1.084 1.656 0.144
H 0.926 0.587 1.626 0.067
H -1.699 -0.238 0.909 0.149
H -0.393 0.099 -1.859 0.085
H -2.099 0.329 -1.473 0.089
H -1.372 -1.290 -1.337 0.083
```

=====

C5H9NO | ωB97M-V with the def2-TZVPD basis set

Output
- Energy above the lowest of the compared OMol25 structures with the same formula, charge and spin: 3.038 eV
- SMILES: C[C@H]1N[C@H]1[C@H]1CO1
- HOMO: -9.16 eV
- HOMO-LUMO gap: 10.300 eV
- Total charge: 0
- Lowest unoccupied orbital energy: 1.14 eV
- 2S+1: 1

Structure (XYZ):
```
16
Properties=species:S:1:pos:R:3:lowdin_charge:R:1
C -2.112 -0.435 0.038 -0.052
C -1.170 0.561 0.659 -0.322
N 0.008 0.190 1.456 0.064
C 0.204 0.844 0.171 -0.254
C 1.025 0.163 -0.896 -0.264
C 2.305 -0.401 -0.451 -0.101
O 1.198 -1.239 -0.812 -0.049
H -2.703 0.102 -0.714 0.079
H -2.800 -0.828 0.797 0.076
H -1.588 -1.267 -0.452 0.080
H -1.660 1.433 1.093 0.129
H 0.161 -0.815 1.312 0.099
H 0.458 1.906 0.216 0.138
H 0.979 0.579 -1.909 0.147
H 3.162 -0.438 -1.126 0.111
H 2.534 -0.353 0.619 0.119
```

=====

C5H9NO | ωB97M-V with the def2-TZVPD basis set

Output
- Energy above the lowest of the compared OMol25 structures with the same formula, charge and spin: 3.960 eV
- HOMO: -8.36 eV
- HOMO-LUMO gap: 8.562 eV
- Total charge: 0
- Lowest unoccupied orbital energy: 0.20 eV
- 2S+1: 1

Structure (XYZ):
```
16
Properties=species:S:1:pos:R:3:lowdin_charge:R:1
C -1.559 0.096 1.143 -0.111
C 1.434 -0.898 -0.704 -0.017
C 0.764 1.491 -0.182 -0.013
C 0.476 0.029 -0.038 -0.351
C -1.550 -0.916 0.048 -0.333
N -0.229 -0.490 0.997 0.026
O -1.252 -0.556 -1.170 -0.116
H -1.715 1.133 0.850 0.108
H -2.031 -0.198 2.076 0.109
H -1.975 -1.906 0.238 0.134
H 1.624 -0.587 -1.730 0.095
H 2.377 -0.860 -0.148 0.101
H 1.815 1.673 0.063 0.095
H 0.611 1.789 -1.219 0.101
H 0.149 2.116 0.461 0.077
H 1.060 -1.917 -0.687 0.092
```

=====

C5H9NO | ωB97M-V with the def2-TZVPD basis set

Output
- Energy above the lowest of the compared OMol25 structures with the same formula, charge and spin: 5.465 eV
- HOMO (alpha / beta): -9.15 / -9.15 eV
- HOMO-LUMO gap (alpha / beta): 8.835 / 8.834 eV
- Total charge: 0
- Lowest unoccupied orbital energy (alpha / beta): -0.31 / -0.31 eV
- 2S+1: 1

Structure (XYZ):
```
16
Properties=species:S:1:pos:R:3:lowdin_charge:R:1
C -1.182 1.708 0.473 -0.059
C -0.878 0.298 0.919 -0.341
N -1.372 -0.746 0.012 0.122
C -0.137 -1.195 -0.348 -0.489
O 0.237 -2.021 -1.159 0.047
C 0.548 -0.228 0.622 -0.067
C 2.484 -0.591 -1.430 0.183
H -0.835 1.868 -0.551 0.086
H -0.673 2.419 1.129 0.082
H -2.256 1.915 0.503 0.076
H -1.192 0.132 1.952 0.134
H -2.284 -0.928 -0.386 0.150
H 1.077 -0.702 1.454 0.123
H 2.162 -1.053 -2.365 -0.067
H 2.945 -1.484 -0.969 -0.047
H 1.217 0.475 0.109 0.067
```

=====

C5H9NO | ωB97M-V with the def2-TZVPD basis set

Output
- Energy above the lowest of the compared OMol25 structures with the same formula, charge and spin: 4.601 eV
- HOMO: -6.91 eV
- HOMO-LUMO gap: 7.602 eV
- Total charge: 0
- Lowest unoccupied orbital energy: 0.69 eV
- 2S+1: 1

Structure (XYZ):
```
16
Properties=species:S:1:pos:R:3:lowdin_charge:R:1
C -2.202 0.222 -0.419 -0.055
C -1.106 0.492 0.594 -0.309
N -0.429 -0.723 1.099 0.150
C 0.721 -0.466 0.457 -0.409
O 1.732 -1.163 0.311 -0.035
C 0.268 0.882 -0.023 -0.031
C 2.773 -0.432 -0.773 -0.041
H -1.830 -0.443 -1.206 0.089
H -2.515 1.162 -0.885 0.085
H -3.081 -0.240 0.041 0.077
H -1.449 1.138 1.409 0.138
H -0.778 -1.584 1.499 0.159
H 0.793 1.712 0.455 0.128
H 3.111 -1.380 -1.232 -0.032
H 3.576 -0.212 -0.043 -0.031
H 0.328 0.987 -1.106 0.116
```

=====

C5H9NO | ωB97M-V with the def2-TZVPD basis set

Output
- Energy above the lowest of the compared OMol25 structures with the same formula, charge and spin: 1.491 eV
- SMILES: [H]/N=C(/C)CCC=O
- HOMO: -9.77 eV
- HOMO-LUMO gap: 10.564 eV
- Total charge: 0
- Lowest unoccupied orbital energy: 0.80 eV
- 2S+1: 1

Structure (XYZ):
```
16
Properties=species:S:1:pos:R:3:lowdin_charge:R:1
H 0.870 -2.162 0.642 0.052
N -0.066 -1.843 0.894 0.143
C -0.468 -0.905 0.135 -0.461
C -1.825 -0.321 0.394 -0.046
C 0.310 -0.276 -1.023 -0.146
C 0.871 1.121 -0.650 -0.147
C 1.301 0.995 0.787 -0.292
O 0.682 1.430 1.726 0.062
H -1.934 -0.096 1.454 0.085
H -2.024 0.585 -0.179 0.076
H -2.582 -1.063 0.133 0.084
H -0.350 -0.181 -1.893 0.117
H 1.143 -0.925 -1.308 0.110
H 0.138 1.928 -0.759 0.118
H 1.729 1.348 -1.295 0.115
H 2.205 0.366 0.942 0.131
```

=====

C5H9NO | ωB97M-V with the def2-TZVPD basis set

Output
- Energy above the lowest of the compared OMol25 structures with the same formula, charge and spin: 1.083 eV
- SMILES: CC[C@@H](O)CC#N
- HOMO: -10.83 eV
- HOMO-LUMO gap: 11.612 eV
- Total charge: 0
- Lowest unoccupied orbital energy: 0.78 eV
- 2S+1: 1

Structure (XYZ):
```
16
Properties=species:S:1:pos:R:3:lowdin_charge:R:1
C -1.246 -0.896 1.335 -0.097
C -0.089 -0.879 0.335 -0.207
C 0.244 0.576 -0.002 -0.424
O 0.850 1.242 1.088 -0.021
C 1.073 0.822 -1.281 -0.120
C 0.329 0.243 -2.403 -0.231
N -0.405 -0.218 -3.170 0.149
H -2.120 -0.406 0.887 0.082
H -1.538 -1.909 1.621 0.074
H -0.992 -0.337 2.242 0.075
H -0.373 -1.428 -0.570 0.107
H 0.799 -1.388 0.745 0.120
H -0.717 1.068 -0.211 0.146
H 1.274 0.578 1.638 0.091
H 2.098 0.440 -1.221 0.127
H 1.133 1.907 -1.424 0.127
```

=====

C5H9NO | ωB97M-V with the def2-TZVPD basis set

Output
- Energy above the lowest of the compared OMol25 structures with the same formula, charge and spin: 1.411 eV
- SMILES: Cc1cc[nH]c1.O
- HOMO: -8.05 eV
- HOMO-LUMO gap: 8.943 eV
- Total charge: 0
- Lowest unoccupied orbital energy: 0.90 eV
- 2S+1: 1

Structure (XYZ):
```
16
Properties=species:S:1:pos:R:3:lowdin_charge:R:1
C -2.533 1.715 -0.036 -0.060
C -1.527 0.661 -0.429 -0.305
C -0.526 -0.004 0.338 -0.060
C 0.116 -0.870 -0.530 -0.153
N -0.460 -0.767 -1.744 0.004
C -1.501 0.138 -1.695 -0.093
H -2.497 1.964 1.027 0.071
H -2.429 2.568 -0.663 0.060
H -3.558 1.330 -0.093 0.075
H -0.176 0.440 1.258 0.098
H 0.680 -1.709 -0.138 0.108
H -0.325 -1.375 -2.531 0.143
H -2.191 0.259 -2.508 0.114
O 5.548 -1.073 2.477 -0.061
H 6.093 -1.383 3.209 0.032
H 5.284 -1.895 2.056 0.029
```

=====

C5H9NO | ωB97M-V with the def2-TZVPD basis set

Output
- Energy above the lowest of the compared OMol25 structures with the same formula, charge and spin: 1.229 eV
- SMILES: C=CCCC(N)=O
- HOMO: -9.56 eV
- HOMO-LUMO gap: 10.494 eV
- Total charge: 0
- Lowest unoccupied orbital energy: 0.93 eV
- 2S+1: 1

Structure (XYZ):
```
16
Properties=species:S:1:pos:R:3:lowdin_charge:R:1
C 2.217 -1.935 -0.331 -0.007
C 1.092 -1.277 -0.094 -0.184
C 0.614 -0.060 -0.826 -0.209
C -0.821 0.353 -0.497 -0.140
C -0.968 1.144 0.765 -0.520
N -2.243 1.683 1.044 0.121
O -0.011 1.554 1.381 0.078
H 2.471 -2.793 0.281 0.050
H 2.960 -1.602 -1.041 0.057
H 0.396 -1.745 0.593 0.099
H 0.753 -0.208 -1.896 0.114
H 1.215 0.833 -0.623 0.117
H -1.486 -0.521 -0.482 0.124
H -1.164 1.013 -1.287 0.120
H -2.073 2.503 1.610 0.090
H -2.951 1.057 1.402 0.091
```

=====

C5H9NO | ωB97M-V with the def2-TZVPD basis set

Output
- Energy above the lowest of the compared OMol25 structures with the same formula, charge and spin: 2.966 eV
- SMILES: C[C@@H](N)/C=C1\CO1
- HOMO: -8.79 eV
- HOMO-LUMO gap: 9.739 eV
- Total charge: 0
- Lowest unoccupied orbital energy: 0.95 eV
- 2S+1: 1

Structure (XYZ):
```
16
Properties=species:S:1:pos:R:3:lowdin_charge:R:1
C -1.579 -0.114 -0.624 -0.072
C -0.944 0.399 0.663 -0.463
N -1.190 -0.589 1.728 0.019
C 0.538 0.689 0.611 -0.023
C 1.428 0.256 -0.262 -0.287
C 2.010 -0.207 -1.490 -0.046
O 2.785 0.232 -0.341 0.023
H -1.615 0.657 -1.400 0.080
H -2.601 -0.432 -0.397 0.076
H -1.042 -0.982 -1.024 0.075
H -1.473 1.316 0.955 0.132
H -0.834 -0.214 2.607 0.068
H -0.585 -1.384 1.527 0.075
H 0.953 1.149 1.507 0.117
H 2.088 -1.263 -1.737 0.112
H 2.061 0.488 -2.324 0.114
```